The following is a quantum chemistry calculation of an isolated ion of composition C5H11N3 and charge +2 at a distorted geometry, from OMol25.

Each line ends with the Mulliken charge.
Geometry (Å):
C  2.59  -0.33  -0.13  0.055
C  -0.33  0.14  -0.40  0.534
C  -0.58  1.60  -0.02  -1.015
C  -0.86  -0.03  -1.82  -1.307
C  -0.52  -1.42  1.32  -0.654
N  1.62  -0.89  0.86  -0.408
N  2.15  0.82  -0.47  -0.375
N  0.48  -0.67  0.61  0.902
H  3.47  -0.92  -0.20  0.454
H  -0.92  1.87  1.05  0.405
H  -1.16  2.14  -0.75  0.471
H  0.40  2.28  0.17  0.368
H  -1.71  0.57  -1.86  0.426
H  -0.11  0.47  -2.46  0.405
H  -1.08  -0.94  -2.32  0.415
H  -0.29  -2.45  1.08  0.377
H  -0.52  -1.44  2.48  0.346
H  -1.62  -1.16  1.03  0.355
H  2.58  1.51  -1.09  0.247

The charge is +2. The frontier orbital gap is 8.28 eV. Its total energy is -9808.650 eV. The value obtained for the LUMO energy is -0.428 hartree. The maximum force comes out at 0.091 Eh/bohr. The relative energy (zero: lowest compared OMol25 entry of this formula, charge and spin) is 214.3 kcal/mol.

***

The following is a quantum chemistry calculation of a 2-piece molecular cluster, C3H12N3O overall at a distorted geometry, from OMol25.

Each line ends with the Mulliken charge.
Geometry (Å):
C  1.73  2.59  -0.60  -1.013
C  0.18  0.68  -0.35  0.595
N  -0.87  -0.03  -0.92  -0.289
N  0.41  1.92  -0.81  -0.198
N  0.92  0.03  0.53  -0.362
H  -1.09  0.33  -1.78  0.167
H  -1.29  -0.80  -0.39  0.231
H  -0.03  2.35  -1.63  0.313
H  1.58  0.36  1.25  0.278
H  1.13  -1.05  0.41  0.261
H  1.95  3.12  -1.57  0.334
H  2.59  1.97  -0.56  0.369
H  1.82  3.41  0.12  0.312
C  -1.65  -2.34  1.51  -0.568
O  -0.65  -2.35  0.50  -0.546
H  -0.68  -3.25  0.01  0.313
H  -1.03  -1.82  2.36  0.195
H  -2.14  -3.31  1.56  0.367
H  -2.38  -1.60  1.24  0.241

The charge is +1. The frontier orbital gap is 11.25 eV. Its total energy is -9816.363 eV. The value obtained for the LUMO energy is -0.107 hartree. The maximum force comes out at 0.085 Eh/bohr. The relative energy (zero: lowest compared OMol25 entry of this formula, charge and spin) is 56.5 kcal/mol.

***

The following is a quantum chemistry calculation of a 3-piece molecular cluster, C20H40BNO12P2 overall at a distorted geometry, from OMol25.

Each line ends with the Mulliken charge.
Geometry (Å):
C  6.15  0.73  -1.14  -0.684
O  4.90  0.09  -1.41  -0.496
B  4.85  -1.22  -1.07  0.626
O  5.84  -2.07  -1.51  -0.473
C  3.69  -1.83  -0.14  -0.318
O  3.44  -3.18  -0.61  -0.341
C  2.89  -3.95  0.36  0.117
O  2.02  -4.74  0.11  -0.460
C  2.40  -1.03  -0.21  0.520
C  1.38  -1.45  -1.04  -0.312
C  0.20  -0.72  -1.05  -0.583
C  0.10  0.38  -0.22  -0.504
C  1.20  0.71  0.56  -0.455
N  2.34  0.03  0.59  -0.502
H  6.97  0.30  -1.73  0.295
H  6.41  0.61  -0.09  0.277
H  6.09  1.79  -1.38  0.230
H  6.08  -2.68  -0.81  0.290
H  4.02  -1.84  0.90  0.322
H  3.30  -3.84  1.38  0.437
H  1.44  -2.33  -1.67  0.485
H  -0.64  -0.99  -1.68  0.480
H  -0.80  0.97  -0.16  0.445
H  1.11  1.56  1.22  0.565
C  0.80  7.13  4.90  -0.968
C  -0.29  7.04  3.84  -0.362
O  0.23  6.93  2.52  -0.289
P  1.00  5.57  2.07  1.150
O  -0.10  4.58  1.90  -0.842
O  1.29  5.85  0.48  -0.346
C  0.73  5.05  -0.56  -0.006
C  -0.59  5.60  -1.05  -1.156
O  2.48  6.04  2.46  -0.368
C  3.32  6.90  1.67  -0.196
C  2.75  8.26  1.35  -0.954
H  1.37  6.20  4.95  0.289
H  0.36  7.31  5.88  0.399
H  1.50  7.93  4.66  0.201
H  -0.95  6.19  4.04  0.298
H  -0.90  7.94  3.87  0.312
H  0.64  4.01  -0.25  0.019
H  1.46  5.06  -1.38  0.378
H  -1.25  5.84  -0.22  0.280
H  -1.09  4.89  -1.70  0.383
H  -0.43  6.53  -1.61  0.305
H  3.63  6.37  0.77  0.256
H  4.22  7.02  2.27  0.360
H  1.87  8.20  0.72  0.249
H  3.51  8.84  0.82  0.400
H  2.48  8.79  2.26  0.219
C  -0.82  -5.26  -1.66  -0.764
C  -1.64  -5.15  -0.39  -0.355
O  -3.05  -5.16  -0.63  -0.253
P  -3.75  -6.53  -1.14  0.921
O  -3.69  -7.50  -0.03  -0.811
O  -5.32  -6.11  -1.15  -0.302
C  -6.29  -6.75  -0.32  -0.365
C  -6.44  -6.03  1.01  -1.054
O  -3.57  -6.37  -2.71  -0.292
C  -4.39  -5.55  -3.56  -0.232
C  -4.43  -4.09  -3.20  -0.890
H  -0.95  -6.24  -2.13  0.349
H  0.24  -5.14  -1.44  0.282
H  -1.12  -4.51  -2.39  0.123
H  -1.38  -5.95  0.31  0.312
H  -1.42  -4.20  0.11  0.301
H  -6.04  -7.80  -0.17  0.354
H  -7.23  -6.72  -0.86  0.331
H  -5.47  -5.82  1.46  0.273
H  -7.03  -6.63  1.70  0.365
H  -6.94  -5.07  0.86  0.283
H  -5.39  -5.98  -3.62  0.271
H  -3.95  -5.66  -4.55  0.354
H  -4.89  -3.91  -2.23  0.251
H  -5.02  -3.55  -3.95  0.405
H  -3.43  -3.66  -3.17  0.168

The SMILES is COB(O)[C@H](OC=O)c1ccccn1.CCOP(=O)(OCC)OCC.CCOP(=O)(OCC)OCC. The frontier orbital gap is 9.63 eV. Its total energy is -66707.262 eV. The value obtained for the LUMO energy is 0.004 hartree. The maximum force comes out at 0.137 Eh/bohr. The relative energy (zero: lowest compared OMol25 entry of this formula, charge and spin) is 0.0 kcal/mol.